Here is a single C24H31N5O4 molecule from the Open Molecules 2025 dataset. Energies are from ωB97M-V with the def2-TZVPD basis set.

* HOMO energy: -8.0 eV
* multiplicity: 1
* gap between HOMO and LUMO: 7.47 eV
* energy relative to the best compared isomer or geometry (same formula, charge and spin): 0.1283 eV
* E_tot: -1507.944886 Eh
* SMILES: [H]/N=c1/c(C(=O)NC[C@H]2CCCO2)cc2c(=O)n3cc(C)ccc3nc2n1CCCOC(C)C

Structure (XYZ):
```
64
C24H31N5O4 | the Open Molecules 2025 dataset | ωB97M-V with the def2-TZVPD basis set
C -4.0346 2.5274 3.0759
H 6.4605 -0.5519 1.4748
H -3.7378 -1.1720 4.6892
H 2.2785 -1.5274 3.1407
N 1.4228 -1.1387 -1.1523
C 4.8267 -1.1285 0.1909
N 0.1417 -0.5851 0.6901
C -1.6273 1.0784 0.5601
C -1.3095 1.2771 -0.7450
C 5.9579 -0.1763 0.5865
C 3.1068 -1.6422 -4.2917
H 3.2335 -2.4928 -2.3335
H -1.8622 2.0040 -1.3220
C 1.9210 -0.8125 2.3990
C -4.7404 -0.7382 2.7757
H -3.6739 3.0989 3.9360
H -5.2510 -1.6419 2.4499
N -2.9199 1.8898 2.4299
H 3.7049 0.4003 2.3038
H 3.8891 -2.2514 -4.7186
C 2.8270 -0.5373 -6.5495
C 0.0408 0.7640 -2.7525
C 3.1339 -0.2723 1.6463
H 6.6784 -0.1059 -0.2238
O -0.4767 1.5530 -3.5136
C 1.7288 -0.9851 -2.4167
H -5.3163 0.9343 1.4794
H 4.5626 -3.1791 -0.4029
H 4.2697 -0.6890 -0.6563
C 0.4400 -0.3938 -0.6212
H -6.5988 0.3485 2.5504
C -5.0708 1.5031 3.5729
H 2.8109 0.3025 0.7654
N 1.1045 -0.0767 -3.2402
H 1.4248 0.0117 2.9136
C 1.4628 0.0554 -4.5466
H 2.6859 -1.4780 -7.0797
H 0.2823 -2.1936 2.0102
H -0.7002 -0.8239 3.0635
O -3.4594 2.5602 0.3393
H 5.9850 -2.8942 0.5944
C 0.9474 -1.5262 1.4540
C 2.4458 -0.6929 -5.1131
H -2.3745 1.2046 2.9525
H -3.7514 -0.6982 2.3195
C 2.7564 -1.7823 -2.9869
H 1.5205 -2.1179 0.7404
H 0.8947 0.8033 -5.0825
N -1.2258 -0.1231 2.5604
C -0.9010 0.0958 1.3462
H -4.5014 3.2008 2.3532
C -2.7631 1.9010 1.0969
O -4.4878 0.7156 4.6062
H 5.9935 -2.4004 -1.1072
C -4.6160 -0.6567 4.2953
O 3.9221 -1.3697 1.2517
H 2.2252 0.2290 -7.0288
H 5.5758 0.8200 0.7953
C -5.5274 0.5352 2.4683
C -0.2750 0.5470 -1.3745
H -5.5167 -1.0642 4.7799
H -5.9203 2.0601 3.9943
C 5.3816 -2.4907 -0.2141
H 3.8776 -0.2630 -6.6328
```

Mulliken atomic charge list, values in e, 5 entries:
1 C -1.375
2 H 0.338
3 H 0.318
4 H 0.432
5 N -0.249

Here is a molecular structure, C24H31N6O2PbS4 from the Open Molecules 2025 dataset. Energies are from ωB97M-V with the def2-TZVPD basis set.

* HOMO energy: -10.8 eV
* net charge: +1
* multiplicity: 1
* gap between HOMO and LUMO: 8.65 eV
* energy relative to the best compared isomer or geometry (same formula, charge and spin): 0.1823 eV
* E_tot: -3197.619497 Eh

Structure (XYZ):
```
68
C24H31N6O2PbS4 | the Open Molecules 2025 dataset | ωB97M-V with the def2-TZVPD basis set
H -6.5633 -0.8167 0.5441
N 0.4975 -1.6066 0.5839
N -3.5177 -0.3509 0.2408
H 1.2528 -2.7382 -1.0375
C 3.1924 0.9806 -0.8914
C -2.6726 -2.2065 -0.6906
H 4.2182 -2.6628 -0.6849
C 3.9498 -1.6173 -0.7654
C 2.7936 3.1065 2.3720
C -5.7229 -0.7936 1.2420
C -0.1737 0.3781 -5.6825
H 3.2324 5.3955 0.0822
N -1.2232 -0.2907 2.2062
C -2.4359 -1.4900 4.3706
H 5.9131 -0.9536 -1.3097
C -6.0150 -1.7058 2.4322
C 1.5924 -2.2303 -0.1247
S 1.3537 2.0760 2.4069
H -1.1174 0.3129 -6.2221
H -1.9811 -3.9368 -1.5439
H 0.8006 -1.6081 -5.6491
H 2.4761 6.2598 1.4209
H -0.2219 2.4328 -4.9320
C 2.3957 4.1282 1.5993
H -1.4224 -3.2800 3.6765
N 2.2761 0.0574 -0.5809
H -0.7234 -1.5323 -4.7388
H 1.9368 1.3363 -4.2503
S -4.1751 -2.7903 -0.0644
H 4.7961 3.5934 2.8829
H 4.0371 5.4736 1.6533
C -2.6353 -0.1413 4.1126
C -0.0707 -2.3513 1.5507
C -0.2237 1.4094 -4.5600
N -1.7860 -2.9760 -1.3384
H -3.2590 0.4689 4.7508
H -2.9065 -1.9595 5.2249
H 1.0394 1.6105 -2.7408
H -1.1196 1.2703 -3.9511
H -6.1788 -2.7368 2.1136
C 4.5079 0.6702 -1.1670
S 0.9863 -0.6644 -3.4361
Pb -0.3139 0.3596 -0.0672
C 4.0548 2.8280 3.1117
C -1.6213 -2.2283 3.5271
H -1.0054 -2.4996 -1.7752
C 0.1630 -0.9729 -5.0375
H -5.1837 -1.7008 3.1382
N -2.4798 -0.9350 -0.4412
H 2.8438 2.0096 -0.9024
H 4.4716 1.8589 2.8319
H 3.8938 2.8231 4.1906
O 0.1683 -3.5249 1.7996
C 2.6426 -1.2210 -0.5024
C 4.8898 -0.6648 -1.1076
H 0.5995 0.6510 -6.4025
H 2.0391 -3.0075 0.4979
H 5.2150 1.4502 -1.4120
C -4.4744 -1.1621 0.5100
C -1.0226 -1.5858 2.4576
O -0.1204 -0.8925 -2.4065
C -2.0170 0.4164 3.0085
H -6.9125 -1.3779 2.9544
S 0.7450 3.6502 1.1659
C 3.0690 5.3818 1.1615
C 1.0086 1.1214 -3.7132
H -5.5971 0.2426 1.5567
H -2.1584 1.4599 2.7512
```

Mulliken atomic charge list, values in e, 5 entries:
1 H 0.296
2 N 0.157
3 N -0.742
4 H 0.066
5 C -0.553

Here is a molecular structure, C24H31N6O8PS2Ti from the Open Molecules 2025 dataset. Energies are from ωB97M-V with the def2-TZVPD basis set.

* HOMO energy: -8.7 eV
* multiplicity: 1
* gap between HOMO and LUMO: 7.67 eV
* energy relative to the best compared isomer or geometry (same formula, charge and spin): 0.8570 eV
* E_tot: -3850.894456 Eh

Structure (XYZ):
```
73
C24H31N6O8PS2Ti | the Open Molecules 2025 dataset | ωB97M-V with the def2-TZVPD basis set
O 0.0330 -4.1033 1.1333
H -6.0346 -4.3767 1.2170
H 2.0271 -0.6208 1.5075
C 1.2770 5.7342 -0.9962
H 1.8009 6.9872 1.2397
O -0.4994 -1.7896 -1.3139
H 3.6659 6.2509 -0.0534
H -1.9212 -5.6197 0.9882
H -1.1139 -3.5972 -4.3842
C -4.0279 -5.1696 1.0811
Ti -0.2414 -0.5778 0.1945
H 2.8375 -0.4238 -3.9574
C 1.4798 5.9499 1.3557
S -1.4906 1.0103 1.6065
H -0.3808 4.0986 1.3793
C 2.2979 -0.8973 -0.6321
C 1.7429 -0.1972 0.5467
C -2.2651 -3.5460 1.3356
O -6.7101 -2.1053 1.4712
N 2.6661 5.0854 1.3676
H 0.9592 5.8490 2.3099
H 0.4297 -2.8693 -3.8812
C -4.9752 -4.1707 1.2519
O -0.4905 -1.9571 1.4274
H -2.7802 -3.7065 -1.4869
N -5.5471 -1.8146 1.6772
C 2.7598 -0.9326 -3.0054
C -0.5075 -3.2996 -3.5286
O -2.7842 -0.0986 -0.5813
S -2.0927 1.1707 -0.3221
H -2.0351 -0.9715 -4.5316
H 3.0802 3.0384 1.4992
H 4.2102 4.5659 0.0542
C 3.0213 -2.3009 -2.9319
C -2.9497 -2.8036 -2.0746
H 1.8236 0.8925 0.5282
H -2.9097 -1.5109 1.6993
H 2.8812 2.8268 -0.8707
C 0.1497 4.2133 0.4326
C -1.6601 -0.6541 -3.5578
H 1.5971 6.7701 -1.1265
C 2.5835 -2.2673 -0.5712
H 1.3324 3.2083 -1.6648
O -5.1535 -0.7355 2.0595
N 2.4580 4.8639 -1.0517
O -0.7182 0.9862 -0.9898
H 2.4791 -2.7917 0.3706
H -0.5293 3.9383 -0.3761
H -0.2865 -4.1726 -2.9141
H -4.3466 -6.1899 0.9165
H -3.5167 -3.0560 -2.9718
H 2.1763 0.8167 -1.9221
P -1.3772 -2.0927 -2.5369
N 3.5879 -3.6097 -5.0897
O -2.7426 2.3772 -0.7122
H 3.1481 -4.0248 -1.6569
C 3.3340 5.2181 0.0702
H 1.6886 3.5881 2.4561
C 2.0069 3.4854 -0.8502
N 1.3033 3.3037 0.4212
C -4.5396 -2.8777 1.4805
C 3.3370 -3.0322 -4.1278
H -2.3809 0.0002 -3.0722
C 2.4008 -0.2415 -1.8647
N 0.5556 5.6127 0.2711
C 2.9426 -2.9639 -1.7067
H 0.6039 5.4697 -1.8142
C -3.2015 -2.5384 1.5297
H -0.7184 -0.1198 -3.6826
H -3.4971 -2.0729 -1.4817
C -2.6779 -4.8584 1.1234
C 2.2089 3.6994 1.5022
C -0.7983 -3.2456 1.2965
```

Mulliken atomic charge list, values in e, 5 entries:
1 O -0.689
2 H 0.521
3 H 0.656
4 C -0.650
5 H 0.320

Here is a molecular structure, C24H32B4F12N4O2V from the Open Molecules 2025 dataset. Energies are from ωB97M-V with the def2-TZVPD basis set.

* HOMO energy: -8.0 eV
* net charge: +1
* multiplicity: 1
* gap between HOMO and LUMO: 2.38 eV
* energy relative to the best compared isomer or geometry (same formula, charge and spin): 8.7035 eV
* E_tot: -3544.867958 Eh

Structure (XYZ):
```
79
C24H32B4F12N4O2V | the Open Molecules 2025 dataset | ωB97M-V with the def2-TZVPD basis set
H -1.0372 6.1523 -3.0277
B 0.9579 -2.7605 2.8420
H -1.6741 4.4983 -0.2130
H 6.9592 10.6093 -0.9784
O -0.4831 2.0249 2.9320
H -2.0935 -4.1059 -0.7730
C 5.2141 8.8054 -0.9006
F 3.5856 3.0128 4.4529
N 5.1360 9.8746 -1.7478
C 2.8391 9.3188 -2.3045
C -2.1365 5.3903 -0.6358
H -3.1935 -2.5263 -2.4856
C -2.5055 -4.9133 -1.3601
H 5.7160 11.7308 -1.5529
C 4.0193 10.1563 -2.4284
C -2.8825 -5.6839 -3.5365
C 0.7060 7.1976 -2.3672
O -0.0927 0.6960 0.8738
H 1.5923 -2.7213 3.7139
H -1.5389 -13.2838 -0.2922
H -1.6198 -2.9502 -3.0785
H 1.9613 9.6774 -2.8215
V -0.0138 0.5985 2.4139
C 6.2572 10.8141 -1.7867
H -0.6743 -12.4340 1.0459
B 3.7829 2.8641 3.1096
H -2.7610 -11.0448 1.1181
H 0.8576 -3.7424 2.4060
C -2.4897 -6.2817 -0.9190
B -4.9409 -0.5964 2.0417
C -2.8099 -9.4111 -0.2540
C -2.9858 -7.0080 -3.1406
C 2.8682 8.2578 -1.3915
H 4.2012 11.0378 -3.0253
H -0.1612 -11.3006 -2.1105
C -0.8939 -12.4478 -0.0217
H 1.4127 -2.1659 2.0649
F -5.7989 0.3615 2.4824
C 1.5051 7.5626 -1.2474
N -1.4225 -11.1885 -0.5789
C -0.4755 6.4894 -2.1690
H -2.6953 5.1295 -1.5346
C -0.2819 6.5858 0.1807
H -0.9137 -9.0495 -3.0009
B 0.2276 -0.4467 6.9366
H 1.6868 7.4874 0.7917
H -0.6919 6.3034 1.1392
H -2.0725 -6.5678 0.0352
F 3.1125 3.8028 2.4575
H 6.1703 8.6624 -0.4194
F -0.0060 0.4205 7.9336
H -0.0147 -2.3884 3.1247
C 0.9949 7.2534 -0.0038
F -0.8526 -0.6774 6.1269
C -1.4253 -9.5006 -2.1636
H 4.0163 7.1407 -0.0332
C -1.0157 -10.7355 -1.7685
F 1.2680 0.0546 6.1733
C 4.0690 8.0181 -0.6607
F 0.5303 -1.7304 7.4090
H 6.8520 10.7270 -2.6960
H 1.0007 7.3930 -3.3877
H -2.9196 -5.2986 -4.5447
N -0.9452 6.2367 -0.9167
F 3.3416 1.6221 2.6358
H -3.2515 -7.6961 -3.9295
H -2.7965 5.8837 0.0776
C -2.3344 -8.7538 -1.4008
H 0.0499 -12.6331 -0.5345
H -3.1406 -3.1417 -4.0675
C -2.3556 -10.6323 0.2061
C -2.7180 -7.3498 -1.7877
N -2.7510 -4.6537 -2.6399
C -2.6648 -3.2600 -3.0940
F -3.7736 -0.4881 2.7644
F -4.7733 -0.4954 0.6237
H -3.5677 -8.9313 0.3476
F -5.3463 -1.8544 2.3953
F 5.1008 2.9991 2.8761
```

Mulliken atomic charge list, values in e, 5 entries:
1 H 0.394
2 B 0.506
3 H 0.480
4 H 0.349
5 O -0.518